No. 1
Molecular formula: C4H12
Method: DFT, ωB97M-V/def2-TZVPD

Results
HOMO (alpha / beta) in eV: -15.1376 / -14.7208
Energy relative to the best compared isomer or geometry (same formula, charge and spin) in kJ/mol: 102.2
Multiplicity: 2
LUMO (alpha / beta) in hartree: -0.13124 / -0.42440
Total charge: +1
Expectation value of S²: 0.753
HOMO-LUMO gap (alpha / beta) in eV: 11.57 / 3.17

Geometry (Å):
C1 0.857 -2.531 0.571
C2 -0.444 -2.016 1.255
H1 1.202 -3.493 0.838
H2 0.638 -2.308 -0.588
H3 1.735 -1.839 0.644
H4 -1.218 -2.141 0.473
H5 -0.196 -0.978 1.474
H6 -0.640 -2.765 2.035
C3 0.122 2.818 -0.553
C4 -0.666 1.662 -1.153
H7 -0.447 3.499 0.071
H8 0.923 2.528 0.169
H9 0.624 3.395 -1.303
H10 -1.679 1.553 -0.797
H11 -0.681 1.908 -2.218
H12 -0.129 0.710 -0.918

Forces on the atoms, in the same order (eV/Å):
-0.1 2.0 0.8
1.6 -2.3 -1.8
0.1 -1.1 0.1
0.0 0.2 1.0
0.0 -0.3 -0.6
-0.9 0.7 0.7
-0.4 0.5 -0.2
-0.3 0.3 0.0
0.6 -0.1 1.5
0.9 0.4 -0.1
-0.5 0.2 -0.1
-0.4 -0.2 -0.5
0.2 0.3 -0.4
-0.3 0.1 0.2
-0.2 -0.9 0.0
-0.3 0.3 -0.6

Atom charges from the Mulliken analysis, given in e for atoms 1 to 2: atom 1 (C): -0.5458, atom 2 (C): -0.5534

No. 2
Molecular formula: C3H9N2O2
Method: DFT, ωB97M-V/def2-TZVPD

Results
HOMO (alpha / beta) in eV: -13.9776 / -13.9765
Energy relative to the best compared isomer or geometry (same formula, charge and spin) in kJ/mol: 646.0
LUMO (alpha / beta) in hartree: -0.18212 / -0.18230
Total charge: +1
HOMO-LUMO gap (alpha / beta) in eV: 9.02 / 9.02

Geometry (Å):
C1 0.859 -0.841 1.598
C2 0.145 1.469 -1.200
C3 -0.130 -0.644 0.542
N1 -0.972 1.219 -0.301
N2 -0.655 -1.568 -0.128
O1 -2.027 0.750 -0.978
O2 1.378 1.236 -0.664
H1 1.771 -1.160 1.006
H2 0.981 -0.047 2.300
H3 0.581 -1.791 2.146
H4 -0.037 1.096 -2.264
H5 0.083 2.546 -1.529
H6 -2.864 1.196 -0.690
H7 -0.134 -2.538 -0.005
H8 -1.229 -1.285 -0.935
H9 1.465 1.600 0.190

Forces on the atoms, in the same order (eV/Å):
0.3 -2.5 -0.7
-0.8 1.7 -2.8
-1.0 3.6 -0.3
1.0 -1.8 2.1
1.8 -2.4 -0.3
-0.5 0.2 -1.1
0.1 -1.8 -1.5
-0.4 0.9 0.9
0.3 0.6 0.1
0.2 1.0 -0.3
0.7 -0.9 1.6
-0.4 -0.3 1.1
1.0 -0.5 0.4
-2.1 2.0 -0.8
-0.1 -0.7 0.2
0.1 1.1 1.5

Atom charges from the Mulliken analysis, given in e for atoms 1 to 2: atom 1 (C): -1.2876, atom 2 (C): -0.3053

> Which value of energy relative to the best compared isomer or geometry (same formula, charge and spin) does entry 1 give?

102.2 kJ/mol